# 1
{
  "formula": "C42H49B2N9O3PdTe",
  "method": "ωB97M-V with the def2-TZVPD basis set",
  "total_charge": 2,
  "e_lumo_ev": -6.39,
  "orbital_gap_ev": 6.7989,
  "homo_energy_ha": -0.485,
  "de_lowest_kcal_mol": 48.5,
  "elements": ["Pd", "C", "C", "N", "N", "C", "B", "N", "C", "C", "C", "N", "N", "C", "C", "C", "N", "N", "C", "C", "C", "N", "H", "H", "H", "H", "H", "H", "H", "H", "H", "H", "H", "H", "C", "C", "C", "C", "C", "C", "C", "C", "O", "B", "O", "C", "C", "H", "H", "H", "H", "H", "H", "H", "H", "H", "H", "H", "H", "C", "C", "O", "N", "Te", "C", "C", "C", "C", "C", "C", "C", "C", "C", "C", "C", "C", "C", "C", "C", "C", "C", "C", "H", "H", "H", "H", "H", "H", "H", "H", "H", "H", "H", "H", "H", "H", "H", "H", "H", "H", "H", "H", "H", "H", "H", "H", "H"],
  "coordinates": [[-0.356, 1.889, -2.142], [-4.529, 2.259, 0.258], [-3.821, 1.650, -0.784], [-2.564, 2.065, -0.823], [-2.437, 2.963, 0.189], [-3.612, 3.098, 0.845], [-1.218, 3.892, 0.189], [0.160, 3.145, 0.388], [1.083, 3.425, 1.324], [2.250, 2.753, 1.016], [1.965, 2.077, -0.164], [0.700, 2.311, -0.515], [-1.129, 4.547, -1.226], [-1.626, 5.704, -1.689], [-1.402, 5.782, -3.050], [-0.770, 4.587, -3.372], [-0.615, 3.858, -2.269], [-1.285, 4.916, 1.297], [-0.816, 6.190, 1.379], [-0.892, 6.587, 2.687], [-1.415, 5.467, 3.359], [-1.636, 4.462, 2.532], [-5.562, 2.129, 0.531], [-4.184, 0.958, -1.526], [-3.708, 3.777, 1.673], [0.848, 4.071, 2.153], [3.176, 2.763, 1.563], [2.601, 1.461, -0.777], [-2.119, 6.399, -1.031], [-1.661, 6.590, -3.711], [-0.432, 4.213, -4.324], [-0.420, 6.713, 0.525], [-0.616, 7.543, 3.096], [-1.641, 5.358, 4.409], [3.550, 0.895, 5.604], [2.120, 1.431, 5.541], [2.183, 2.965, 5.569], [1.347, 0.924, 6.768], [1.387, 0.972, 4.282], [0.087, 1.447, 4.041], [-0.660, 1.106, 2.924], [-0.044, 0.249, 2.045], [-0.516, -0.230, 0.809], [0.545, -0.918, 0.354], [1.622, -1.018, 1.150], [1.231, -0.230, 2.260], [1.977, 0.099, 3.366], [4.049, 1.303, 6.483], [4.134, 1.191, 4.730], [3.575, -0.193, 5.693], [2.641, 3.296, 6.502], [1.197, 3.425, 5.506], [2.789, 3.345, 4.743], [1.871, 1.208, 7.681], [1.258, -0.164, 6.750], [0.343, 1.346, 6.812], [-0.360, 2.130, 4.750], [-1.641, 1.522, 2.737], [2.977, -0.287, 3.494], [-1.602, -1.080, -4.608], [-1.113, -0.019, -3.681], [-1.315, 1.195, -3.902], [-0.343, -0.226, -2.583], [0.105, -1.849, -1.627], [-1.298, -3.304, -0.986], [-0.735, -4.514, -0.586], [0.742, -4.804, -0.507], [-1.636, -5.499, -0.193], [-3.009, -5.291, -0.182], [-3.955, -6.378, 0.231], [-3.497, -4.032, -0.533], [-2.661, -3.004, -0.939], [-3.209, -1.638, -1.230], [1.598, -2.780, -2.765], [1.239, -3.778, -3.675], [-0.155, -4.266, -3.966], [2.283, -4.361, -4.391], [3.604, -3.973, -4.230], [4.707, -4.626, -5.007], [3.893, -2.941, -3.335], [2.910, -2.319, -2.589], [3.257, -1.175, -1.679], [-2.245, -0.627, -5.358], [-2.151, -1.865, -4.087], [-0.742, -1.536, -5.104], [1.362, -3.912, -0.370], [1.105, -5.321, -1.397], [0.932, -5.446, 0.351], [-1.238, -6.452, 0.137], [-3.426, -7.278, 0.536], [-4.621, -6.634, -0.594], [-4.581, -6.048, 1.061], [-4.561, -3.836, -0.468], [-4.230, -1.559, -0.862], [-3.241, -1.420, -2.299], [-2.631, -0.856, -0.733], [-0.948, -3.626, -3.585], [-0.312, -5.259, -3.541], [-0.294, -4.350, -5.043], [2.041, -5.138, -5.107], [4.322, -5.353, -5.718], [5.395, -5.137, -4.331], [5.286, -3.880, -5.553], [4.918, -2.608, -3.221], [4.327, -0.984, -1.701], [2.990, -1.370, -0.638], [2.754, -0.261, -2.013]]
}


# 2
{
  "formula": "C42H49BFN12O3Pt",
  "method": "ωB97M-V with the def2-TZVPD basis set",
  "total_charge": 3,
  "e_lumo_ev": [-10.57, -10.57],
  "orbital_gap_ev": [4.2774, 4.2735],
  "homo_energy_ha": [-0.546, -0.546],
  "de_lowest_kcal_mol": 109.4,
  "elements": ["Pt", "C", "C", "C", "C", "C", "N", "N", "B", "N", "N", "C", "C", "C", "C", "C", "N", "N", "C", "C", "C", "C", "C", "H", "H", "H", "H", "H", "H", "H", "H", "H", "H", "H", "H", "H", "H", "H", "H", "H", "H", "H", "H", "H", "H", "C", "C", "N", "C", "C", "C", "O", "O", "C", "O", "C", "C", "C", "F", "C", "C", "C", "N", "C", "C", "N", "C", "C", "H", "H", "H", "H", "H", "H", "H", "H", "H", "H", "H", "H", "H", "H", "H", "H", "H", "H", "C", "C", "N", "C", "C", "C", "C", "C", "C", "C", "C", "N", "C", "N", "H", "H", "H", "H", "H", "H", "H", "H", "H"],
  "coordinates": [[1.801, -0.414, 1.158], [4.331, -2.480, 2.984], [2.905, -2.870, 3.085], [2.319, -3.840, 3.897], [0.970, -3.852, 3.570], [-0.105, -4.704, 4.123], [0.772, -2.921, 2.615], [1.948, -2.327, 2.330], [-0.489, -2.684, 1.762], [-1.057, -1.268, 2.055], [-0.269, -0.189, 1.983], [-1.003, 0.914, 2.110], [-0.407, 2.272, 2.067], [-2.328, 0.521, 2.308], [-2.326, -0.867, 2.271], [-3.466, -1.793, 2.458], [-0.037, -2.730, 0.290], [1.105, -2.146, -0.094], [1.336, -2.426, -1.373], [2.542, -1.947, -2.086], [0.293, -3.233, -1.834], [-0.560, -3.406, -0.752], [-1.812, -4.193, -0.690], [4.934, -3.118, 3.623], [4.680, -2.594, 1.959], [4.485, -1.442, 3.273], [2.814, -4.462, 4.612], [0.289, -5.291, 4.945], [-0.938, -4.102, 4.483], [-0.487, -5.382, 3.361], [-1.306, -3.498, 1.977], [0.655, 2.199, 1.844], [-0.884, 2.883, 1.303], [-0.519, 2.789, 3.018], [-3.176, 1.158, 2.448], [-4.341, -1.241, 2.790], [-3.711, -2.293, 1.524], [-3.225, -2.555, 3.195], [3.127, -1.292, -1.437], [3.161, -2.793, -2.382], [2.268, -1.413, -2.993], [0.186, -3.647, -2.815], [-2.024, -4.607, -1.672], [-1.714, -5.009, 0.023], [-2.651, -3.574, -0.379], [-0.143, 5.913, -3.065], [0.840, 4.978, -3.767], [0.903, 3.668, -3.115], [1.580, 3.602, -1.955], [1.611, 2.507, -1.136], [2.491, 2.526, 0.122], [2.747, 3.621, 0.581], [2.885, 1.399, 0.543], [0.820, 1.362, -1.436], [0.571, 0.408, -0.676], [0.276, 1.376, -2.783], [-0.230, 0.176, -3.289], [-0.666, 0.090, -4.578], [-0.982, -1.147, -5.015], [-0.752, 1.224, -5.423], [-0.273, 2.422, -4.882], [0.299, 2.524, -3.603], [-1.251, 1.135, -6.702], [-1.046, 2.115, -7.741], [-2.374, 2.787, -8.104], [-3.317, 1.744, -8.584], [-3.496, 0.693, -7.550], [-2.138, 0.096, -7.177], [-0.128, 6.882, -3.557], [0.133, 6.063, -2.025], [-1.156, 5.521, -3.103], [1.836, 5.425, -3.749], [0.552, 4.865, -4.810], [2.127, 4.485, -1.651], [-0.224, -0.710, -2.672], [-0.330, 3.306, -5.492], [-0.643, 1.603, -8.624], [-0.314, 2.864, -7.450], [-2.235, 3.540, -8.879], [-2.806, 3.258, -7.220], [-2.934, 1.310, -9.434], [-4.220, 2.161, -8.839], [-4.156, -0.088, -7.927], [-3.953, 1.151, -6.671], [-1.689, -0.391, -8.050], [-2.315, -0.672, -6.432], [3.821, 1.647, 4.794], [3.378, 1.309, 3.522], [2.405, 0.425, 3.337], [1.841, -0.163, 4.381], [2.258, 0.060, 5.693], [3.274, 1.002, 5.888], [1.761, -0.763, 6.788], [0.517, -1.203, 7.024], [-0.718, -0.774, 6.392], [-1.912, -1.489, 6.604], [-3.063, -0.924, 6.079], [-3.035, 0.224, 5.434], [-1.884, 0.839, 5.269], [-0.743, 0.365, 5.705], [4.599, 2.384, 4.917], [3.803, 1.767, 2.638], [1.044, -0.865, 4.187], [3.619, 1.224, 6.887], [2.534, -1.088, 7.475], [0.368, -1.899, 7.837], [-1.934, -2.413, 7.163], [-4.033, -1.391, 6.198], [-1.884, 1.795, 4.772]]
}